Molecular formula: C55H55N11
Method: DFT, ωB97M-V/def2-TZVPD

Positions of all 121 atoms, in Å:
C 3.9322 -3.3306 0.7090
C 4.1869 -4.4476 -0.0284
C 4.3845 -4.3636 -1.4156
N 4.4044 -3.1852 -1.9910
C 4.3542 -2.0575 -1.2237
C 3.9602 -2.1040 0.0982
H 3.6575 -3.4518 1.7464
H 4.0418 -5.4425 0.3660
H 4.5550 -5.2570 -1.9979
H 4.3786 -1.1501 -1.8090
H 3.8653 -1.2465 0.7479
C 1.0616 4.9132 3.8354
C 0.4778 4.7607 5.1268
C -0.0058 3.5146 5.5256
N 0.0372 2.3897 4.7692
C 0.4674 2.6489 3.4620
C 0.9285 3.8579 2.9089
H 1.3913 5.8768 3.4760
H 0.5240 5.6385 5.7543
H -0.3884 3.5377 6.5352
H 0.3404 1.8396 2.7582
H 1.1881 4.0815 1.8847
C -2.8499 2.5838 2.4502
C -2.9906 1.9246 1.2854
C -3.6203 2.5385 0.2211
N -4.1702 3.8307 0.2900
C -4.1722 4.4075 1.5562
C -3.4418 3.8329 2.5889
H -2.3558 2.1212 3.2918
H -2.6755 0.8992 1.1604
H -3.6506 2.1880 -0.8000
H -4.6962 5.3282 1.7664
H -3.2380 4.2791 3.5511
C 3.4951 3.8681 -0.3263
C 4.2432 2.8205 0.2421
C 4.2956 1.6378 -0.4700
N 3.6967 1.3974 -1.6818
C 2.8385 2.3674 -2.1282
C 2.7624 3.6232 -1.5479
H 3.3858 4.8227 0.1668
H 4.7438 2.7973 1.1988
H 4.8359 0.7341 -0.2295
H 2.3186 2.1943 -3.0589
H 2.1404 4.2863 -2.1309
C -0.0436 1.0067 -1.0060
C 0.8519 0.7318 0.0431
C 0.5015 -0.3887 0.8616
N -0.5281 -1.2461 0.5980
C -1.3589 -0.9254 -0.4290
C -1.1026 0.1368 -1.3383
H 0.1147 1.8740 -1.6298
H 1.7279 1.3456 0.1921
H 1.2129 -0.6995 1.6124
H -2.2891 -1.4521 -0.5832
H -1.7417 0.2258 -2.2044
C -0.1377 2.7592 -7.4644
C -0.9102 2.8172 -6.3178
C -0.3571 2.3998 -5.1078
N 0.9469 2.1415 -4.9466
C 1.7484 2.1767 -6.0166
C 1.2095 2.5040 -7.2901
H -0.3540 2.9793 -8.4994
H -1.9158 3.1767 -6.4793
H -1.0044 2.4356 -4.2440
H 2.7530 1.8035 -5.8836
H 1.9586 2.4560 -8.0665
C -4.5218 0.4994 -6.6709
C -5.0560 1.1927 -5.5817
C -4.3237 1.0712 -4.4145
N -3.1667 0.3564 -4.2753
C -2.7549 -0.4019 -5.3670
C -3.3637 -0.3002 -6.5897
H -5.0506 0.4937 -7.6125
H -5.8860 1.8621 -5.7532
H -4.7569 1.3782 -3.4740
H -1.7791 -0.8287 -5.1883
H -2.8287 -0.8089 -7.3780
C 0.0763 -4.5380 -0.3565
C -0.4683 -5.3535 0.6131
C -0.2240 -6.6804 0.3945
N 0.5542 -7.2290 -0.5826
C 1.1013 -6.3825 -1.4684
C 0.8549 -5.0258 -1.3655
H 0.1114 -3.4705 -0.1966
H -1.0090 -4.9885 1.4738
H -0.4733 -7.3733 1.1845
H 1.7356 -6.7448 -2.2639
H 1.3198 -4.3131 -2.0307
C 1.1426 -0.8815 4.6780
C -0.2458 -0.8865 5.0642
C -1.1107 -1.9200 4.7032
N -0.6349 -2.9912 4.0190
C 0.6707 -3.0030 3.5840
C 1.5984 -1.9610 3.9720
H 1.8708 -0.1514 4.9989
H -0.6139 -0.0014 5.5616
H -2.1613 -1.8287 4.9364
H 0.9623 -3.8808 3.0265
H 2.6592 -2.0907 3.8159
C 4.9767 2.1697 5.4838
C 6.1354 1.4277 5.2398
C 6.1174 0.5424 4.1121
N 5.0824 0.3409 3.2701
C 3.9772 1.0393 3.6095
C 3.8640 1.9740 4.6565
H 4.9710 2.9546 6.2256
H 6.9597 1.4441 5.9373
H 6.9638 -0.1060 3.9402
H 3.1146 0.9573 2.9648
H 2.9165 2.4921 4.6413
C -7.2202 -4.4601 -0.7048
C -5.8615 -4.3601 -1.0007
C -5.2113 -3.1496 -0.7245
N -5.8821 -2.0545 -0.2839
C -7.1903 -2.1776 -0.0287
C -7.9220 -3.3265 -0.2190
H -7.7517 -5.3670 -0.9526
H -5.2536 -5.1859 -1.3396
H -4.1750 -3.0007 -0.9895
H -7.7882 -1.3219 0.2481
H -8.9708 -3.4140 0.0235

As for the SMILES: c1ccncc1.c1ccncc1.c1ccncc1.c1ccncc1.c1ccncc1.c1ccncc1.c1ccncc1.c1ccncc1.c1ccncc1.c1ccncc1.c1ccncc1. Its HOMO energy is -8.99 eV. Its molar mass is 870.12 g mol⁻¹. The value obtained for the energy above the lowest of the compared OMol25 structures with the same formula, charge and spin is 3.1046 eV. The calculation puts the HOMO-LUMO gap at 0.34113 Eh.

---

Molecular formula: C55H55N3O3PdS2
Method: DFT, ωB97M-V/def2-TZVPD

Positions of all 119 atoms, in Å:
Pd 1.6860 -0.4036 0.5057
C -1.8935 -7.7467 -1.3723
C -1.5519 -6.3437 -0.9456
C -0.7939 -6.1028 0.1965
C -0.5291 -4.8050 0.6160
C -1.0283 -3.7432 -0.1227
C -1.7726 -3.9538 -1.2826
C -2.0170 -5.2487 -1.6873
S -0.7787 -2.1223 0.5147
O 0.1286 -1.3743 -0.4996
C -2.4750 -1.5364 0.4736
C -3.2225 -2.1545 1.5114
C -4.4991 -1.7643 1.7480
C -5.0845 -0.7131 0.9956
C -6.3772 -0.2257 1.3090
C -6.9057 0.8259 0.6208
C -6.1699 1.4301 -0.4237
C -4.9299 0.9712 -0.7604
C -4.3456 -0.1144 -0.0561
C -3.0034 -0.5597 -0.3272
C -2.2211 0.1442 -1.4049
C -2.4769 -0.1492 -2.7745
C -3.4257 -1.1290 -3.1673
C -3.6313 -1.4013 -4.4869
C -2.8959 -0.7171 -5.4857
C -1.9862 0.2349 -5.1371
C -1.7562 0.5495 -3.7753
C -0.8084 1.5323 -3.3979
C -0.5553 1.7934 -2.0890
C -1.2783 1.0965 -1.0964
S -0.9099 1.4127 0.6249
O 0.6064 1.6467 0.6574
C -1.6931 2.9709 0.9143
C -1.1110 4.1600 0.4981
C -1.7879 5.3464 0.7222
C -3.0352 5.3618 1.3503
C -3.7573 6.6595 1.6153
C -3.5902 4.1508 1.7634
C -2.9226 2.9527 1.5602
H -1.4085 -8.4879 -0.7404
H -1.5969 -7.9247 -2.4078
H -2.9723 -7.9043 -1.3140
H -0.4094 -6.9376 0.7714
H 0.0580 -4.6335 1.5126
H -2.1460 -3.1136 -1.8616
H -2.5914 -5.4239 -2.5913
H -2.7758 -2.9554 2.0983
H -5.0799 -2.2415 2.5307
H -6.9346 -0.6990 2.1113
H -7.8899 1.2019 0.8725
H -6.5955 2.2681 -0.9624
H -4.3847 1.4471 -1.5643
H -4.0010 -1.6508 -2.4088
H -4.3673 -2.1410 -4.7774
H -3.0599 -0.9559 -6.5292
H -1.4229 0.7631 -5.9006
H -0.2751 2.0727 -4.1751
H 0.1964 2.5195 -1.7989
H -0.1320 4.1631 0.0334
H -1.3398 6.2817 0.4053
H -3.2737 7.4995 1.1175
H -3.7757 6.8688 2.6879
H -4.7944 6.6064 1.2792
H -4.5562 4.1475 2.2597
H -3.3557 2.0148 1.8985
C 0.5367 -2.0255 3.9522
C 1.7098 -1.5482 3.1156
C 2.6722 -2.7001 2.8018
C 2.4419 -0.3713 3.7331
C 2.6475 -0.2991 5.0892
C 3.3959 0.7443 5.6424
C 3.9017 1.7651 4.8462
C 3.7291 1.7511 3.4786
C 4.1080 2.9612 2.6439
C 3.1999 4.1405 3.0280
C 5.5870 3.3337 2.8017
C 3.0605 0.6254 2.9161
N 3.0785 0.4600 1.5534
C 4.3181 0.5552 0.8515
C 4.1990 0.3954 -0.5942
C 5.4859 0.1855 -1.3349
C 4.8952 -0.3076 -2.6094
C 3.5001 -0.1676 -2.5853
N 3.0398 0.2742 -1.3852
C 2.5813 -0.3617 -3.7758
C 2.1703 1.0491 -4.2366
C 1.3428 -1.1679 -3.3707
C 3.3132 -1.0770 -4.9134
H -0.0549 -2.7567 3.4043
H -0.1173 -1.2038 4.2534
H 0.9068 -2.5252 4.8496
H 1.2700 -1.1278 2.1695
H 3.1203 -3.0571 3.7328
H 3.4731 -2.4012 2.1309
H 2.1360 -3.5359 2.3432
H 2.2366 -1.0607 5.7399
H 3.5583 0.7717 6.7132
H 4.4156 2.5998 5.3114
H 3.9031 2.7456 1.5968
H 3.3463 4.4195 4.0746
H 2.1450 3.8919 2.8816
H 3.4366 5.0082 2.4077
H 5.7943 3.6975 3.8116
H 5.8482 4.1323 2.1049
H 6.2540 2.4849 2.6154
H 5.1625 1.0616 1.2956
H 6.2428 0.9604 -1.4312
H 5.4801 -0.6603 -3.4492
H 1.6388 1.5784 -3.4422
H 1.5201 0.9728 -5.1119
H 3.0499 1.6371 -4.5171
H 0.8424 -0.7351 -2.5090
H 1.6143 -2.2013 -3.1300
H 0.6310 -1.1872 -4.2006
H 4.1282 -0.4717 -5.3216
H 2.6091 -1.2695 -5.7261
H 3.7189 -2.0402 -4.5889
O 5.8861 -0.8313 -0.3559
N 4.5736 -0.8270 0.2478

As for the multiplicity: 3. Its HOMO energy (alpha / beta) is -12.75 / -12.75 eV. As for the charge: +2. Its molar mass is 976.62 g mol⁻¹. The calculation puts the HOMO-LUMO gap (alpha / beta) at 0.21558 / 0.19744 Eh.